Molecular formula: C2N4O3S
Method: DFT, wB97M-V/def2-TZVPD

Structure (XYZ):
```
10
Properties=species:S:1:pos:R:3:forces:R:3:lowdin_spin:R:1
C 0.6603 -0.3132 -0.0035 0.026 -0.872 0.817 0.072
C -0.4097 0.4137 0.7780 1.816 -1.302 -0.108 0.526
N 1.2547 -0.1028 -1.1581 -0.224 2.353 -1.118 0.051
N 1.2310 -1.4411 0.5215 -2.895 0.407 2.656 0.040
N 2.1955 -1.0278 -1.3168 -0.834 -0.409 -0.736 0.021
N 2.0729 -1.8640 -0.3143 2.880 -0.897 -0.952 0.010
O -2.4979 2.0879 0.7422 1.015 -0.249 -1.377 0.187
O -0.3407 0.6015 2.0123 -0.443 0.403 -0.603 0.513
O -2.4820 0.2732 -0.9480 0.888 0.898 0.049 0.239
S -1.6842 1.3726 -0.3133 -2.227 -0.332 1.371 0.342
```
Positions in Å, forces in eV/Å.

## Properties
- Net charge: -2
- Frontier orbital gap (spin up / spin down): 4.17 / 6.97 eV
- <S²>: 2.0149
- LUMO (spin up / spin down): 6.11 / 5.75 eV
- 2S+1: 3
- Total energy: -25007.987 eV